# C3Cl2F2

The molecule C3Cl2F2 (ωB97M-V with the def2-TZVPD basis set, the Open Molecules 2025 dataset).

Bonds (Å) are listed after each position.
Atoms and positions in Å:
1 C -1.213 -0.631 -0.823  C3 1.706, Cl6 1.611
2 C 1.395 -0.091 0.899  C3 1.679, Cl7 1.612
3 C 0.009 0.224 0.006  C1 1.706, C2 1.679, F4 1.367, F5 1.361
4 F 0.475 1.004 -1.015  C3 1.367
5 F -0.663 1.071 0.832  C3 1.361
6 Cl -2.533 -0.767 0.092  C1 1.611
7 Cl 2.531 -0.809 0.009  C2 1.612

Results
E_tot = -1234.150268 a.u.
charge = 0
relative energy (zero: lowest compared OMol25 entry of this formula, charge and spin) = 525.0 kJ/mol
Kohn-Sham gap (spin up / spin down) = 0.2768 / 0.2768 Eh

Löwdin atomic charge list, values in e, 4 entries:
1. C -0.38
2. C -0.38
3. C -0.68
4. F -0.01